Model one:
A single C4H8O2 molecule, computed with the ωB97M-V functional and the def2-TZVPD basis.

Geometry as XYZ:
```
14
C4H8O2 the ωB97M-V functional and the def2-TZVPD basis
C 2.1306 0.4866 -0.5054
O 1.6379 -0.0229 0.7177
C 0.2783 -0.0029 0.9034
O -0.4607 1.1728 0.6661
C -0.7401 0.0177 -0.1471
C -2.0783 -0.6541 0.0115
H 3.2207 0.4368 -0.4355
H 1.8005 -0.1232 -1.3598
H 1.8149 1.5262 -0.6597
H 0.0664 -0.4883 1.8556
H -0.4125 0.1523 -1.1790
H -2.0664 -1.6116 -0.5225
H -2.3118 -0.8529 1.0627
H -2.8795 -0.0366 -0.4081
```

Calculated values
Spin multiplicity ... 1
Gap between HOMO and LUMO ... 10.875 eV
HOMO ... -0.36134 hartree
Lowest unoccupied orbital energy ... 1.0 eV


Model two:
A single C4H8O2 molecule, computed with the ωB97M-V functional and the def2-TZVPD basis.

Geometry as XYZ:
```
14
C4H8O2 the ωB97M-V functional and the def2-TZVPD basis
C 0.6311 1.5145 0.9091
C -0.3581 0.3442 0.6134
O -1.6349 0.8689 0.2741
C 0.1943 -0.4748 -0.5750
C 0.2427 -1.9946 -0.8536
O -0.8455 -1.4011 -1.4148
H 1.2323 1.8572 0.0518
H 0.0144 2.3634 1.2155
H 1.3338 1.2726 1.7161
H -0.4921 -0.2083 1.5534
H -1.8156 0.6492 -0.6487
H 0.4804 0.2825 -1.3127
H 0.0161 -2.6500 -0.0008
H 1.0009 -2.4237 -1.5278
```

Calculated values
Spin multiplicity ... 1
Gap between HOMO and LUMO ... 11.374 eV
HOMO ... -0.37895 hartree
Lowest unoccupied orbital energy ... 1.1 eV


Most stable: model one


Model one:
A single C4H8O2 molecule, computed with the ωB97M-V functional and the def2-TZVPD basis.

Geometry as XYZ:
```
14
C4H8O2 the ωB97M-V functional and the def2-TZVPD basis
C 0.3495 0.9076 -1.6835
O 0.9567 0.4203 -0.5025
C 0.1384 0.4972 0.6297
C -1.1392 -0.3126 0.6754
C 0.0778 -0.7678 1.4256
O 0.5838 -1.8758 0.7016
H 0.2382 1.9998 -1.6505
H -0.6378 0.4519 -1.8378
H 1.0127 0.6360 -2.5073
H 0.2120 1.4563 1.1573
H -1.0225 -1.2239 0.0242
H -2.0577 0.1194 1.0993
H 0.2140 -0.8511 2.4991
H 1.0742 -1.4571 -0.0305
```

Calculated values
Spin multiplicity ... 1
Gap between HOMO and LUMO ... 10.699 eV
HOMO ... -0.35492 hartree
Lowest unoccupied orbital energy ... 1.0 eV


Model two:
A single C4H8O2 molecule, computed with the ωB97M-V functional and the def2-TZVPD basis.

Geometry as XYZ:
```
14
C4H8O2 the ωB97M-V functional and the def2-TZVPD basis
O -1.1566 1.2266 -1.1660
C -0.6397 1.0757 0.1226
C -0.8536 -0.2999 0.7403
C 0.1286 -1.1407 -0.0694
C 1.3235 -0.1993 -0.1738
O 0.7885 1.1316 -0.1655
H -0.2343 1.3015 -1.5251
H -0.9019 1.9162 0.7807
H -1.8816 -0.6605 0.6806
H -0.5649 -0.2615 1.7981
H 0.3900 -2.0913 0.3984
H -0.3023 -1.3452 -1.0546
H 1.9706 -0.2714 0.7020
H 1.9336 -0.3817 -1.0684
```

Calculated values
Spin multiplicity ... 1
Gap between HOMO and LUMO ... 11.287 eV
HOMO ... -0.37815 hartree
Lowest unoccupied orbital energy ... 1.0 eV


Most stable: model two


Model one:
A 2-piece molecular cluster, C4H8O2 overall, computed with the ωB97M-V functional and the def2-TZVPD basis.

Geometry as XYZ:
```
14
C4H8O2 the ωB97M-V functional and the def2-TZVPD basis
O -1.0090 1.2659 -0.4359
C -0.6983 0.6742 0.8056
C -0.2303 -0.7263 0.8498
C 1.0979 -0.5683 0.1749
C 0.6885 0.3869 1.2478
H -0.4849 2.0695 -0.5446
H -1.3963 0.9739 1.5887
H -0.6031 -1.5480 1.4451
H 1.8622 -1.2951 0.4486
H 1.1388 -0.2361 -0.8616
H 1.1488 0.5663 2.2102
O -0.4717 -0.3841 -2.6793
H -0.2029 -1.2477 -2.3487
H -0.8395 0.0689 -1.9006
```

Calculated values
Spin multiplicity ... 1
Gap between HOMO and LUMO ... 10.830 eV
HOMO ... -0.36544 hartree
Lowest unoccupied orbital energy ... 0.9 eV


Model two:
A 2-piece molecular cluster, C4H8O2 overall, computed with the ωB97M-V functional and the def2-TZVPD basis.

Geometry as XYZ:
```
14
C4H8O2 the ωB97M-V functional and the def2-TZVPD basis
C -0.7112 1.7799 1.9887
C 0.2317 0.9224 1.6074
C 0.2792 0.2417 0.2957
C 1.4336 -0.1396 -0.2490
O 1.5470 -0.7902 -1.4463
H -0.8080 2.1861 2.9902
H -1.4627 2.0667 1.2648
H 1.0383 0.6799 2.2957
H -0.7006 0.0441 -0.1259
H 2.3734 0.0642 0.2306
H 0.7103 -0.6580 -1.9183
O -1.0198 -1.8817 -2.3030
H -1.5679 -2.1101 -3.0660
H -1.3433 -2.4053 -1.5646
```

Calculated values
Spin multiplicity ... 1
Gap between HOMO and LUMO ... 8.724 eV
HOMO ... -0.30097 hartree
Lowest unoccupied orbital energy ... 0.5 eV


Most stable: model two


Model one:
A 2-piece molecular cluster, C4H8O2 overall, computed with the ωB97M-V functional and the def2-TZVPD basis.

Geometry as XYZ:
```
14
C4H8O2 the ωB97M-V functional and the def2-TZVPD basis
C 1.6689 -0.6609 -1.0069
C 0.4124 0.1497 -0.7357
C -0.5109 -0.4927 0.2810
O -0.3416 -1.5736 0.7869
C -1.8104 0.2865 0.6149
O -2.6130 -0.0909 1.4291
H 2.2515 -0.7882 -0.0911
H 2.2931 -0.1604 -1.7537
H 1.4102 -1.6583 -1.3709
H -0.1644 0.2927 -1.6615
H 0.6627 1.1675 -0.4021
H -1.9969 1.1393 -0.0780
H -0.3949 1.3814 1.8319
H -0.9501 0.9372 2.1368
```

Calculated values
Spin multiplicity ... 1
Gap between HOMO and LUMO ... 9.395 eV
HOMO ... -0.35654 hartree
Lowest unoccupied orbital energy ... -0.3 eV


Model two:
C4H8O2 as an isolated structure, computed with the ωB97M-V functional and the def2-TZVPD basis.

Geometry as XYZ:
```
14
C4H8O2 the ωB97M-V functional and the def2-TZVPD basis
O 2.0857 0.6663 0.3742
C 0.7792 0.1948 0.5754
C -0.3953 1.0682 0.0975
C -1.1186 -0.7279 -0.0991
O -1.9246 -0.7445 -1.1463
C 0.3574 -1.0889 -0.1491
H 2.2117 0.8254 -0.5698
H 0.7000 0.0482 1.6568
H -0.1450 1.5576 -0.8589
H -0.7879 1.8043 0.8067
H -1.5699 -0.8657 0.8995
H -1.4753 0.4001 -0.6776
H 0.6808 -1.0864 -1.1964
H 0.6291 -2.0385 0.3199
```

Calculated values
Spin multiplicity ... 1
Gap between HOMO and LUMO ... 10.025 eV
HOMO ... -0.33843 hartree
Lowest unoccupied orbital energy ... 0.8 eV


Most stable: model one


Model one:
A single C2H3N3O3 molecule, computed with the ωB97M-V functional and the def2-TZVPD basis.

Geometry as XYZ:
```
11
C2H3N3O3 the ωB97M-V functional and the def2-TZVPD basis
C -1.8536 -0.1391 0.4017
C 0.9297 0.3369 -0.0586
N 1.7726 -0.3954 -0.8237
O -2.1124 1.0942 0.0216
N 0.2110 -1.2589 0.9490
N -0.3795 -0.4988 0.2033
O -2.5582 -0.8777 0.9966
O 0.9049 1.5290 0.1031
H -1.2845 1.5985 -0.1392
H 2.6740 0.0080 -1.0144
H 1.6961 -1.3966 -0.6393
```

Calculated values
Spin multiplicity ... 1
Gap between HOMO and LUMO ... 8.236 eV
HOMO ... -0.31424 hartree
Lowest unoccupied orbital energy ... -0.3 eV


Model two:
A 2-piece molecular cluster, C2H3N3O3 overall, computed with the ωB97M-V functional and the def2-TZVPD basis.

Geometry as XYZ:
```
11
C2H3N3O3 the ωB97M-V functional and the def2-TZVPD basis
H 0.2800 0.3730 -0.8872
N 1.2176 0.8758 -0.8224
C 2.0250 0.3885 -0.0380
C 3.4389 0.4663 -0.0613
N 4.5654 0.6031 0.0793
N 1.5609 -0.7531 0.9811
O 0.4104 -1.0433 0.8224
O 2.3632 -1.1582 1.7802
O -1.2682 -0.3190 -0.8116
H -1.9852 0.1718 -1.1926
H -1.4680 -0.7689 -0.0378
```

Calculated values
Spin multiplicity ... 1
Gap between HOMO and LUMO ... 9.899 eV
HOMO ... -0.40493 hartree
Lowest unoccupied orbital energy ... -1.1 eV


Most stable: model one


Model one:
A single C5H12N2O molecule, computed with the ωB97M-V functional and the def2-TZVPD basis.

Geometry as XYZ:
```
20
C5H12N2O the ωB97M-V functional and the def2-TZVPD basis
N 1.5386 -3.0619 1.2893
C 0.4503 -2.6422 0.4988
N 0.2033 -1.3580 0.6716
C -0.7881 -0.5868 0.0487
C -0.7122 0.8265 0.6598
C 0.3994 1.7958 0.0146
C 0.1043 1.7960 -1.4634
O -1.2835 1.9187 -1.7298
H 1.9275 -2.3917 2.0048
H 1.4127 -4.0613 1.6954
H 0.1034 -3.3276 -0.2566
H -0.5626 -0.4225 -1.0881
H -1.8280 -0.8653 0.2389
H -0.3483 0.7933 1.7275
H -1.7177 1.2620 0.5543
H 1.4106 1.3963 0.1872
H 0.2178 2.8260 0.3942
H 0.6681 2.6529 -1.9838
H 0.5669 0.7524 -1.9682
H -1.7627 2.6973 -1.4951
```

Calculated values
Spin multiplicity ... 1
Gap between HOMO and LUMO ... 9.640 eV
HOMO ... -0.31498 hartree
Lowest unoccupied orbital energy ... 1.1 eV


Model two:
A 2-piece molecular cluster, C5H12N2O overall, computed with the ωB97M-V functional and the def2-TZVPD basis.

Geometry as XYZ:
```
20
C5H12N2O the ωB97M-V functional and the def2-TZVPD basis
H -1.3474 0.7312 0.0525
N -1.0605 1.5910 -0.4027
C 0.0300 1.6494 -0.9695
N 0.7315 2.5541 -1.6419
O 0.9895 0.4069 -1.4917
C 0.3394 -0.7170 -2.0413
H 0.7646 3.4866 -1.2552
H 1.4803 1.8259 -2.0459
H -0.3983 -1.1295 -1.3434
H -0.1699 -0.4656 -2.9810
H 1.0904 -1.4848 -2.2427
C -1.6318 -0.8055 2.0520
C -0.5256 -1.3357 1.5470
C 0.8590 -0.8264 1.7845
H -1.6005 0.0669 2.6905
H -2.6094 -1.2160 1.8426
H -0.5980 -2.2233 0.9255
H 0.8535 0.0365 2.4492
H 1.3245 -0.5393 0.8394
H 1.4789 -1.6055 2.2325
```

Calculated values
Spin multiplicity ... 1
Gap between HOMO and LUMO ... 10.587 eV
HOMO ... -0.35292 hartree
Lowest unoccupied orbital energy ... 1.0 eV


Model three:
A single C5H12N2O molecule, computed with the ωB97M-V functional and the def2-TZVPD basis.

Geometry as XYZ:
```
20
C5H12N2O the ωB97M-V functional and the def2-TZVPD basis
C 0.0662 1.5707 1.8250
N 0.8609 0.5953 1.1229
C 2.1688 0.3697 1.6554
C 1.0066 0.9063 -0.3375
C 0.5177 -0.2249 -1.2543
N -0.9036 -0.4286 -1.5066
C -1.6567 -1.2481 -0.6715
O -2.5565 -1.8899 -1.1673
H -0.9960 1.4061 1.5517
H 0.2940 2.6372 1.7403
H -0.0793 1.2472 2.8704
H 2.0445 -0.0664 2.6758
H 2.7754 1.3259 1.7706
H 2.7017 -0.4271 1.1210
H 2.0222 1.1366 -0.6716
H 0.3547 1.7669 -0.4508
H 0.9602 0.1124 -2.2199
H 1.0931 -1.1356 -1.0128
H -1.2099 -0.4666 -2.4662
H -1.3559 -1.2558 0.3697
```

Calculated values
Spin multiplicity ... 1
Gap between HOMO and LUMO ... 9.711 eV
HOMO ... -0.32431 hartree
Lowest unoccupied orbital energy ... 0.9 eV


Most stable: model three